Molecular formula: C46H55BBrHfIN9O2S3
Method: DFT, the ωB97M-V functional and the def2-TZVPD basis

Cartesian coordinates (Å):
Hf -2.6595 1.2995 1.0402
C 0.9074 2.1058 4.0881
C 0.9528 0.8755 3.2433
C 1.3674 -0.3163 3.8018
C 1.5896 -1.4737 3.0482
N 1.4076 -1.4212 1.7482
N 1.0088 -0.2840 1.1764
B 0.8816 -0.6391 -0.3675
N 0.1400 -2.0281 -0.4625
N 0.8530 -2.8030 -1.2334
C 0.4286 -4.0009 -1.5674
C -0.8449 -4.4114 -1.1393
C -1.6051 -3.6056 -0.3346
C -2.9441 -3.9933 0.1943
C -1.0881 -2.3292 -0.0305
S -1.9485 -1.2134 1.0524
C 1.4133 -4.8572 -2.3817
C 0.7639 -6.1815 -2.8512
C 2.6800 -5.0643 -1.5473
C 1.7791 -4.0876 -3.6560
N 2.2910 -0.5432 -1.0138
N 3.4963 -1.0272 -0.6775
C 4.4578 -0.7867 -1.5304
C 4.2400 -0.0118 -2.7129
C 3.0017 0.5049 -3.0248
C 2.5838 1.4036 -4.1475
C 2.0059 0.1907 -2.0678
S 0.2776 0.4747 -1.8807
C 5.8602 -1.2243 -1.1234
C 6.4556 -2.0066 -2.2877
C 5.8288 -2.1333 0.0741
C 6.6494 0.0808 -0.8435
C 0.7636 0.8378 1.8382
S 0.0269 2.0861 0.7530
C 2.0533 -2.7539 3.6494
C 3.5270 -2.5102 3.9368
C 1.8884 -3.9020 2.6431
C 1.3269 -3.0978 4.9959
H 0.9255 1.8465 5.1450
H 0.0022 2.7020 3.9030
H 1.8129 2.6892 3.8967
H 1.5718 -0.2635 4.8780
H -1.1754 -5.3887 -1.4473
H -3.1619 -5.0443 0.0588
H -3.7821 -3.4299 -0.2237
H -2.9846 -3.8478 1.2465
H 0.4940 -6.8168 -2.0066
H 1.4587 -6.7730 -3.4869
H -0.1506 -5.9869 -3.4263
H 2.4407 -5.5052 -0.5911
H 3.1740 -4.0937 -1.4131
H 3.3741 -5.7402 -2.0578
H 0.8974 -3.7904 -4.2587
H 2.4581 -4.6980 -4.2908
H 2.3104 -3.1514 -3.3681
H 5.0518 0.1517 -3.4092
H 3.4369 1.9721 -4.4865
H 1.8100 2.1281 -3.8121
H 2.2142 0.8349 -4.9824
H 6.0388 -3.0051 -2.3309
H 7.5282 -2.1772 -2.1642
H 6.3450 -1.5396 -3.2500
H 5.1996 -3.0269 -0.1244
H 5.4920 -1.6625 0.9666
H 6.8699 -2.4940 0.2003
H 6.6776 0.7390 -1.7115
H 7.6704 -0.1813 -0.5817
H 6.2114 0.6595 -0.0030
H 4.0841 -2.2626 2.9890
H 3.9373 -3.4146 4.3748
H 3.6401 -1.6711 4.6498
H 2.6171 -3.7889 1.8474
H 0.8698 -3.9679 2.2249
H 2.0970 -4.8632 3.1379
H 1.5932 -2.4032 5.7987
H 1.6314 -4.1150 5.3266
H 0.2661 -3.0688 4.8094
C -7.2637 1.3814 -0.4254
C -6.0027 2.0925 -0.9118
N -6.2084 3.0877 -1.9552
C -6.1125 4.4539 -1.6831
C -5.4763 4.9193 -0.6014
C -5.5195 6.3802 -0.2277
O -5.9435 7.2146 -1.2619
C -4.6920 3.9381 0.1750
C -3.5784 4.3097 0.9609
N -2.5702 3.5252 1.2632
C -1.4775 4.1087 1.9512
C -1.5532 5.1883 2.7932
C -0.4127 5.8260 3.3236
C 0.8336 5.4403 2.8800
C 0.9039 4.3156 2.0384
C -0.1862 3.5906 1.6723
I -2.8099 1.0209 3.7298
C -5.0708 2.6333 0.0932
O -4.5408 1.6634 0.8681
H -7.8098 0.9672 -1.2824
H -7.9440 2.0728 0.0844
H -7.0322 0.5669 0.2660
H -6.6116 5.1128 -2.3871
H -4.5045 6.7119 0.0573
H -6.1114 6.4582 0.7117
H -6.8728 7.4110 -1.1525
H -3.4297 5.3693 1.1344
H -2.5184 5.5491 3.0618
H -0.5402 6.6191 4.0504
H 1.7391 5.9665 3.1398
H 1.8783 3.9995 1.7141
Br -1.3525 3.6686 -2.3433
C -2.9538 2.6929 -2.2817
C -3.9770 3.0561 -3.0132
C -5.3126 2.4096 -2.9162
C -5.2622 1.1651 -2.0239
C -3.9447 0.7024 -1.5598
N -2.9176 1.4832 -1.4469
H -3.9164 3.9191 -3.6583
H -5.8357 2.2439 -3.8365
H -5.9698 0.3544 -2.3209
H -3.8834 -0.2929 -1.1086

Energy relative to the best compared isomer or geometry (same formula, charge and spin), kcal/mol: 67.5
Kohn-Sham gap, eV: 5.848
Lowest unoccupied orbital energy, Eh: -0.3257
HOMO level, eV: -14.709
Net charge: +3



Molecular formula: C46H55BGeIrN6S3
Method: DFT, the ωB97M-V functional and the def2-TZVPD basis

Cartesian coordinates (Å):
Ir -0.3381 0.3033 0.6512
C 4.3505 -0.8985 2.6495
C 3.7848 -1.4624 1.3849
C 4.4289 -2.4078 0.6485
C 3.8305 -2.9169 -0.5296
N 2.6677 -2.4795 -0.9379
N 2.0252 -1.5259 -0.2438
B 0.7035 -0.9715 -0.8464
N 1.0104 0.0355 -2.0258
N 1.3405 -0.6263 -3.1288
C 1.6048 0.0224 -4.2389
C 1.5604 1.4333 -4.2651
C 1.2419 2.1329 -3.1336
C 1.1709 3.6233 -3.0941
C 0.9378 1.3790 -1.9702
S 0.4597 2.1806 -0.5317
C 1.9618 -0.8269 -5.4455
C 2.1342 0.0199 -6.7067
C 0.8464 -1.8597 -5.6643
C 3.2863 -1.5377 -5.1329
N -0.3420 -1.9937 -1.3236
N -0.0386 -3.2783 -1.4477
C -0.9456 -4.1461 -1.8324
C -2.2467 -3.7305 -2.1692
C -2.6026 -2.4191 -1.9906
C -3.9932 -1.9332 -2.2567
C -1.6129 -1.5469 -1.5132
S -2.0056 0.0770 -1.1021
C -0.5165 -5.6011 -1.9447
C -1.7219 -6.5455 -1.9585
C 0.2426 -5.7343 -3.2797
C 0.3595 -5.9617 -0.7325
C 2.5370 -1.0033 0.8948
S 1.7750 0.2625 1.7575
C 4.5808 -3.9853 -1.3076
C 5.9362 -3.4131 -1.7507
C 3.8005 -4.4421 -2.5348
C 4.8025 -5.1923 -0.3790
H 5.2539 -1.4298 2.9378
H 3.6190 -0.9645 3.4569
H 4.5914 0.1591 2.5173
H 5.3944 -2.7722 0.9705
H 1.7692 1.9700 -5.1792
H 1.4245 4.0525 -4.0603
H 1.8556 4.0176 -2.3412
H 0.1659 3.9495 -2.8204
H 1.2170 0.5528 -6.9652
H 2.3841 -0.6321 -7.5425
H 2.9493 0.7377 -6.5986
H -0.0968 -1.3615 -5.8998
H 0.7059 -2.4744 -4.7742
H 1.1032 -2.5099 -6.5006
H 4.0882 -0.8122 -4.9791
H 3.5676 -2.1845 -5.9642
H 3.1858 -2.1412 -4.2342
H -2.9805 -4.4421 -2.5202
H -4.6785 -2.7697 -2.3688
H -4.0133 -1.3453 -3.1775
H -4.3402 -1.2866 -1.4504
H -2.3191 -6.4425 -2.8655
H -2.3613 -6.3848 -1.0875
H -1.3599 -7.5724 -1.9217
H -0.4575 -5.6857 -4.1163
H 0.7573 -6.6947 -3.3268
H 0.9734 -4.9372 -3.4065
H -0.2682 -6.0307 0.1598
H 1.1191 -5.2040 -0.5572
H 0.8372 -6.9299 -0.8832
H 5.8008 -2.5648 -2.4246
H 6.4882 -4.1861 -2.2847
H 6.5506 -3.0896 -0.9094
H 3.4808 -3.5910 -3.1295
H 2.9206 -4.9996 -2.2318
H 4.4233 -5.0883 -3.1534
H 5.4497 -4.9499 0.4651
H 5.2769 -5.9951 -0.9433
H 3.8525 -5.5642 0.0092
C -0.9343 -1.3433 1.5553
Ge -2.0288 -1.0952 3.1704
C -3.4620 0.1847 2.7754
C -4.3333 -0.1772 1.7444
C -5.4462 0.5963 1.4603
C -5.6917 1.7474 2.1982
C -4.8096 2.1359 3.1953
C -3.6942 1.3595 3.4820
C -2.7931 -2.9192 3.3761
C -1.9348 -4.0123 3.4292
C -2.4484 -5.2917 3.5882
C -3.8196 -5.4782 3.6967
C -4.6761 -4.3891 3.6487
C -4.1666 -3.1059 3.4844
C -0.9229 -0.7053 4.7586
C -1.4860 -0.0664 5.8569
C -0.7164 0.1724 6.9881
C 0.6051 -0.2450 7.0293
C 1.1622 -0.9065 5.9448
C 0.3995 -1.1398 4.8095
H -0.8211 -2.3728 1.2067
H -4.1433 -1.0849 1.1792
H -6.1306 0.2966 0.6766
H -6.5713 2.3425 1.9915
H -4.9914 3.0439 3.7548
H -3.0069 1.6837 4.2530
H -0.8590 -3.8690 3.3633
H -1.7790 -6.1415 3.6379
H -4.2202 -6.4753 3.8250
H -5.7448 -4.5327 3.7447
H -4.8434 -2.2613 3.4511
H -2.5267 0.2315 5.8480
H -1.1568 0.6775 7.8375
H 1.2003 -0.0672 7.9151
H 2.1892 -1.2479 5.9871
H 0.8330 -1.6619 3.9631

Energy relative to the best compared isomer or geometry (same formula, charge and spin), kcal/mol: 22.6
Kohn-Sham gap (spin up / spin down), eV: 6.658 / 4.572
Lowest unoccupied orbital energy (spin up / spin down), Eh: -0.2413 / -0.3177
HOMO level (spin up / spin down), eV: -13.225 / -13.218
Multiplicity: 2
Net charge: +2



Molecular formula: C46H55Cl4GeN6O5STb
Method: DFT, the ωB97M-V functional and the def2-TZVPD basis

Cartesian coordinates (Å):
Tb 0.1304 0.3060 0.2385
C -0.1479 3.0407 2.8603
O 0.5030 2.7327 1.5978
C 0.8357 3.8006 0.7729
C 0.0693 3.6934 -0.5041
O 0.3101 2.3427 -1.0266
C 1.2724 2.1985 -2.0384
C 2.5825 1.7855 -1.4041
O 2.4045 0.7890 -0.4129
C 3.4640 -0.2089 -0.2454
H -1.1453 3.4631 2.6879
H 0.3556 3.6267 3.5998
H -0.2846 2.0381 3.3115
H 1.9181 3.8038 0.6692
H 0.6087 4.7715 1.2727
H 0.4906 4.3719 -1.2193
H -1.0362 3.9171 -0.4527
H 1.2980 3.1125 -2.6452
H 0.9351 1.4024 -2.7660
H 3.1507 2.6305 -0.9378
H 3.2326 1.3450 -2.1913
H 3.2904 -0.9681 -1.0849
H 3.1757 -0.6567 0.6575
H 4.4453 0.1924 -0.1488
Cl -0.9147 -6.5502 3.2207
C -0.4208 -5.1703 2.3559
C 0.8655 -4.6604 2.4933
C 1.2187 -3.5424 1.7182
Cl 2.8822 -3.0443 1.7319
C 0.3757 -2.8396 0.8527
O 0.7085 -1.7521 0.2092
C -0.9276 -3.3961 0.8356
Cl -2.0728 -2.6319 -0.2262
C -1.3311 -4.5070 1.5330
H 1.6342 -5.1564 3.0938
H -2.3765 -4.8450 1.4535
Cl -2.3085 0.8823 1.4563
N -0.3364 -0.6096 -2.2830
N -1.3756 0.2062 -1.6564
H -0.4833 -0.6139 -3.2514
H -0.5116 -1.5646 -1.9605
H -2.3043 -0.1945 -1.7727
H -1.3426 1.1261 -2.0946
C -2.6803 5.0225 -2.6292
Ge -3.6670 3.3723 -2.2548
C -5.5303 3.3687 -1.6800
C -5.8733 3.5784 -0.3320
C -7.1480 3.4158 0.1350
C -8.1721 3.1506 -0.7614
C -7.8109 3.0389 -2.1006
C -6.5243 3.0397 -2.5846
C -3.3396 2.1716 -3.7265
C -2.6332 2.6427 -4.7853
C -2.0753 1.7906 -5.8292
C -2.2323 0.4377 -5.6625
C -2.8987 -0.1011 -4.5481
C -2.7755 -1.4705 -4.2476
C -3.4437 -2.0194 -3.2613
C -4.3496 -1.2482 -2.5154
C -4.4337 0.0853 -2.7142
C -3.5679 0.7356 -3.6737
H -3.4472 5.6382 -3.1690
H -1.7776 4.8744 -3.1697
H -2.4108 5.6477 -1.8077
H -5.0466 3.9020 0.3075
H -7.2480 3.5660 1.2263
H -9.2490 3.0837 -0.4335
H -8.5976 2.8156 -2.8007
H -6.3053 2.9505 -3.6653
H -2.5496 3.7076 -4.9239
H -1.5019 2.2439 -6.5974
H -1.7623 -0.2183 -6.3688
H -2.1217 -2.1397 -4.7667
H -3.3425 -3.0666 -3.0950
H -4.9526 -1.7575 -1.7304
H -4.9958 0.7138 -2.0065
N -0.5133 -5.4266 -2.3467
C 0.4805 -4.5804 -2.6440
N 0.3038 -3.5280 -3.3756
C 1.5652 -2.9637 -3.5566
C 1.7597 -1.8829 -4.3999
C 3.0527 -1.4153 -4.6107
C 4.1360 -2.0088 -3.9415
C 3.9143 -3.0468 -3.0302
C 2.6119 -3.5100 -2.8753
S 2.0007 -4.8548 -1.9192
H -1.3489 -5.4511 -2.8974
H -0.2046 -6.2715 -1.9176
H 0.8848 -1.4328 -4.8525
H 3.1916 -0.6790 -5.3401
H 5.1794 -1.7628 -4.0660
H 4.7178 -3.5636 -2.5962
C 3.9988 -2.5987 6.1540
C 4.2275 -1.6653 4.9698
N 4.3966 -0.2797 5.3326
C 5.6556 0.1901 5.7435
C 5.8605 0.4761 7.2788
C 3.4814 0.6895 4.9919
O 3.7377 1.8978 5.0511
C 2.1541 0.1664 4.4855
C 1.2537 -0.4554 5.2729
C 0.0920 -1.0483 4.7803
C -0.1532 -0.8408 3.4301
N 0.6700 -0.0870 2.6880
C 1.7849 0.4749 3.1795
H 3.9571 -3.6198 5.7536
H 3.1413 -2.3200 6.7508
H 4.8649 -2.5426 6.9318
H 3.4430 -1.8396 4.2142
H 5.0955 -1.9620 4.4405
H 5.8216 1.1348 5.1506
H 6.4648 -0.5188 5.4047
H 4.9749 0.9431 7.6515
H 6.7188 1.1283 7.3154
H 6.0137 -0.4000 7.9701
H 1.4662 -0.5207 6.3732
H -0.5884 -1.6057 5.4352
H -1.0621 -1.1620 2.9599
H 2.4242 1.1035 2.5328

Kohn-Sham gap (spin up / spin down), eV: 7.016 / 7.645
Lowest unoccupied orbital energy (spin up / spin down), Eh: -0.0684 / -0.0992
HOMO level (spin up / spin down), eV: -8.878 / -10.344
Multiplicity: 8
Net charge: +1



Molecular formula: C46H55ClF4KN7O2S
Method: DFT, the ωB97M-V functional and the def2-TZVPD basis

Cartesian coordinates (Å):
K -2.1533 0.8982 0.5739
C -1.6955 -3.0433 2.3620
C -2.7557 -2.8497 1.2933
N -3.7679 -1.8648 1.6464
C -4.5153 -2.2203 2.8526
C -4.1128 -1.3752 4.0485
C -4.6308 -1.5846 0.5096
C -5.5491 -0.3751 0.7130
N -4.7812 0.8310 0.8590
C -4.9817 1.6914 1.8338
C -4.1534 2.8688 1.8754
F -3.2516 3.0455 0.8562
C -4.1997 3.8336 2.8410
F -3.3396 4.8809 2.7432
C -5.0951 3.7868 3.9004
C -5.9388 2.6906 3.8916
F -6.8588 2.5712 4.8856
C -5.9078 1.7029 2.9342
F -6.8278 0.6997 3.0785
H -0.9486 -3.7542 2.0060
H -2.1130 -3.4499 3.2801
H -1.1988 -2.0978 2.5876
H -3.2291 -3.8257 1.0536
H -2.2702 -2.5091 0.3726
H -4.3842 -3.2901 3.0719
H -5.5839 -2.0858 2.6712
H -3.0802 -1.5584 4.3398
H -4.7585 -1.5811 4.9018
H -4.1996 -0.3198 3.8002
H -5.2585 -2.4594 0.2400
H -3.9854 -1.3886 -0.3512
H -6.2432 -0.5782 1.5272
H -6.1733 -0.3184 -0.1929
H -5.1231 4.5315 4.6753
C -3.7361 1.5212 -2.5354
C -4.5810 0.4279 -2.6568
C -4.1126 -0.7524 -3.2099
C -2.7925 -0.8436 -3.6274
C -1.9423 0.2413 -3.4884
C -2.4178 1.4292 -2.9529
H -4.1068 2.4319 -2.0874
H -5.5983 0.4975 -2.2983
H -4.7711 -1.6072 -3.2989
H -2.4254 -1.7670 -4.0565
H -0.9048 0.1640 -3.7870
H -1.7535 2.2737 -2.8407
C 3.4814 -4.4363 -1.6981
C 4.0125 -4.6422 -0.2742
C 5.5230 -4.3840 -0.2791
C 3.7968 -6.1233 0.0667
C 3.3211 -3.7298 0.8001
O 3.7034 -4.2220 2.0987
C 3.7323 -2.2409 0.8088
C 3.6398 -1.3495 -0.4346
C 3.9379 0.0709 -0.0405
C 2.9473 0.8692 0.5189
C 3.2278 2.1501 0.9605
C 4.5159 2.6402 0.8223
Cl 4.8879 4.2580 1.3709
C 5.5277 1.8715 0.2710
C 5.2285 0.5845 -0.1484
C 1.7805 -3.8602 0.9090
N 0.9967 -3.0730 -0.0197
C 0.6133 -1.7975 0.1218
N -0.1116 -1.4106 -0.9151
C -0.1893 -2.5403 -1.6508
N 0.4624 -3.5697 -1.1574
H 4.0515 -5.0751 -2.3753
H 3.5792 -3.4170 -2.0560
H 2.4353 -4.7124 -1.7781
H 6.0063 -5.0830 -0.9622
H 5.9788 -4.5396 0.7000
H 5.7688 -3.3776 -0.6106
H 4.3232 -6.7359 -0.6649
H 2.7475 -6.4006 0.0154
H 4.1676 -6.3727 1.0590
H 4.6499 -4.0801 2.2054
H 4.7697 -2.1978 1.1609
H 3.1423 -1.7685 1.6034
H 2.6469 -1.4077 -0.8782
H 4.3500 -1.6556 -1.2047
H 1.9502 0.4793 0.6612
H 2.4559 2.7403 1.4290
H 6.5260 2.2733 0.1777
H 6.0128 -0.0278 -0.5763
H 1.5323 -3.4981 1.9107
H 1.4510 -4.8941 0.8363
H 0.8738 -1.2042 0.9792
H -0.7374 -2.6069 -2.5707
S 1.5032 0.2421 2.9204
C -0.0216 0.3307 2.4134
C 2.8730 5.2470 -1.0978
N 1.4320 5.0053 -1.1867
N 1.1142 3.6448 -1.3379
C 0.1019 3.2729 -0.4630
O -0.4380 2.1754 -0.4695
C -0.1516 4.4537 0.3444
C 0.6660 5.4327 -0.0948
C 0.8507 6.8079 0.4483
C 1.4094 2.9837 -2.5448
C 1.7155 3.7184 -3.6881
C 2.0174 3.0552 -4.8663
C 1.9960 1.6699 -4.9166
C 1.6624 0.9476 -3.7768
C 1.3710 1.5906 -2.5871
H 3.3614 4.8145 -1.9684
H 3.3001 4.8078 -0.1927
H 3.0433 6.3211 -1.1036
H -0.8953 4.5053 1.1150
H 0.0684 7.0157 1.1742
H 0.8047 7.5550 -0.3446
H 1.8137 6.9051 0.9525
H 1.7047 4.7981 -3.6496
H 2.2570 3.6297 -5.7515
H 2.2289 1.1558 -5.8385
H 1.6237 -0.1338 -3.8030
H 1.0790 1.0255 -1.7201

Energy relative to the best compared isomer or geometry (same formula, charge and spin), kcal/mol: 0.0
Kohn-Sham gap (spin up / spin down), eV: 4.423 / 5.951
Lowest unoccupied orbital energy (spin up / spin down), Eh: 0.0770 / 0.0769
HOMO level (spin up / spin down), eV: -2.328 / -3.857
Multiplicity: 2
Net charge: -1